{
  "formula": "C35H38ClNPW",
  "method": "ωB97M-V/def2-TZVPD",
  "spin_multiplicity": 3,
  "s2": 2.0153,
  "total_charge": 1,
  "homo_lumo_gap_ev": [6.10, 6.36],
  "elements": ["C", "C", "C", "H", "C", "C", "H", "H", "H", "H", "W", "Cl", "P", "C", "C", "H", "C", "H", "C", "H", "C", "H", "C", "H", "C", "C", "H", "C", "H", "C", "H", "C", "H", "C", "H", "C", "C", "H", "C", "H", "C", "H", "C", "H", "C", "H", "C", "C", "C", "C", "C", "C", "C", "C", "N", "C", "C", "C", "C", "H", "H", "H", "H", "H", "H", "H", "H", "H", "H", "H", "H", "H", "H", "H", "H", "H", "H"],
  "positions_angstrom": [[0.74110, 2.67860, -1.37853], [0.97368, 1.29767, -1.65939], [-0.13468, 0.82289, -2.47896], [1.87296, 0.80125, -1.31724], [-1.04359, 1.88202, -2.65021], [-0.52907, 3.02558, -1.99611], [-0.90520, 4.03398, -2.11323], [1.42981, 3.34886, -0.88210], [-0.27239, -0.14988, -2.96146], [-1.96815, 1.85873, -3.21745], [-0.71307, 1.32954, -0.42011], [-2.86984, 0.54736, -0.61820], [0.74084, -1.64106, -1.21953], [0.65222, -2.45045, -2.93060], [1.73418, -3.04613, -3.61024], [2.74334, -3.03372, -3.18197], [1.53541, -3.71061, -4.83008], [2.39885, -4.15925, -5.32232], [0.26812, -3.79939, -5.39579], [0.13280, -4.30474, -6.34628], [-0.81533, -3.23510, -4.72192], [-1.81465, -3.30656, -5.14404], [-0.63662, -2.58274, -3.49998], [-1.52007, -2.20205, -2.97235], [2.61207, -1.68379, -1.14208], [3.33184, -0.79991, -1.98675], [2.80298, -0.12690, -2.67240], [4.72436, -0.78424, -2.00534], [5.24247, -0.04157, -2.61016], [5.44395, -1.72109, -1.26275], [6.53072, -1.71467, -1.27209], [4.75426, -2.67317, -0.51596], [5.29200, -3.44530, 0.03460], [3.35086, -2.66248, -0.45484], [2.84286, -3.46834, 0.08545], [0.41348, -3.16274, -0.25486], [0.19059, -4.44882, -0.78290], [0.22244, -4.61858, -1.86597], [-0.01779, -5.53815, 0.07862], [-0.18765, -6.52860, -0.35770], [-0.01075, -5.35518, 1.46269], [-0.21325, -6.19591, 2.12237], [0.26675, -4.09299, 1.99892], [0.28376, -3.93837, 3.08114], [0.52812, -3.01984, 1.14792], [0.85819, -2.06354, 1.57646], [-3.23889, 2.22724, 5.40930], [-2.54732, 1.80453, 4.14842], [-2.57784, 0.44908, 3.77798], [-1.90172, -0.03006, 2.65638], [-2.05180, -1.45278, 2.22223], [-1.06118, 0.84360, 1.93279], [-1.26200, 2.24709, 2.12676], [-1.87135, 2.69475, 3.31062], [-0.94221, 2.99719, 0.99779], [-0.95031, 4.46580, 1.20098], [-2.35835, 4.99860, 1.46718], [-0.00697, 4.85659, 2.33885], [-0.44786, 5.32051, 0.03951], [-4.30486, 1.96883, 5.37044], [-2.81832, 1.69022, 6.27128], [-3.15498, 3.30147, 5.60415], [-3.14770, -0.23608, 4.41988], [-1.37121, -2.09870, 2.78556], [-3.07278, -1.80430, 2.38638], [-1.81842, -1.54726, 1.16642], [-0.09224, 0.45813, 1.45103], [-1.87101, 3.74966, 3.61196], [-2.88376, 4.50833, 2.28440], [-2.25575, 6.05888, 1.73201], [-2.98506, 4.91507, 0.56771], [1.03583, 4.64808, 2.05612], [-0.12170, 5.93619, 2.49497], [-0.19645, 4.36497, 3.28930], [0.58129, 5.07829, -0.25385], [-1.12633, 5.31085, -0.82073], [-0.44163, 6.35463, 0.41788]],
  "lowdin_spin": [0.079, 0.078, 0.019, 0.014, 0.000, -0.004, 0.000, 0.006, 0.003, 0.000, 1.423, 0.136, 0.014, 0.005, 0.001, 0.000, 0.000, 0.000, 0.000, 0.000, 0.000, 0.000, 0.000, 0.000, 0.000, 0.001, 0.001, 0.000, 0.000, 0.000, 0.000, 0.000, 0.000, 0.000, 0.000, -0.001, 0.000, 0.000, 0.000, 0.000, 0.000, 0.000, 0.000, 0.000, 0.000, 0.000, 0.001, 0.011, 0.014, 0.010, 0.003, 0.034, 0.018, 0.012, 0.082, 0.003, 0.004, 0.001, 0.000, 0.000, 0.000, 0.000, 0.001, 0.000, 0.001, 0.001, 0.024, 0.001, 0.000, 0.000, 0.000, 0.000, 0.000, 0.000, 0.000, 0.000, 0.000]
}

---

{
  "formula": "C35H38F3N4O3PbS2",
  "method": "ωB97M-V/def2-TZVPD",
  "relative_energy_kcal_mol": 4.5,
  "total_charge": -1,
  "homo_lumo_gap_ev": 7.00,
  "elements": ["Pb", "C", "N", "C", "C", "N", "C", "C", "C", "C", "C", "C", "C", "S", "C", "C", "C", "C", "C", "C", "S", "H", "H", "H", "H", "H", "H", "H", "H", "H", "H", "H", "H", "H", "H", "H", "H", "H", "H", "C", "C", "C", "C", "C", "C", "C", "C", "C", "C", "N", "C", "C", "C", "C", "C", "N", "H", "H", "H", "H", "H", "H", "H", "H", "H", "H", "H", "H", "H", "H", "H", "H", "H", "C", "C", "O", "H", "H", "H", "F", "C", "F", "F", "C", "O", "O"],
  "positions_angstrom": [[0.37660, 0.53304, -1.06425], [-0.89794, -2.37238, 3.39253], [0.37560, -1.75086, 3.06985], [1.17642, -2.51510, 2.10673], [0.48009, -2.95184, 0.79222], [1.10269, -2.48255, -0.44843], [0.45716, -3.10603, -1.59665], [2.51682, -2.48751, -0.52362], [3.28465, -3.34569, 0.25668], [4.66786, -3.27185, 0.26413], [5.30347, -2.34260, -0.54133], [4.56026, -1.52371, -1.37388], [3.16451, -1.57233, -1.39040], [2.32224, -0.53628, -2.55608], [1.13486, -1.32922, 4.18775], [0.87062, -1.88631, 5.44954], [1.56899, -1.52777, 6.58660], [2.58293, -0.58989, 6.51466], [2.87677, -0.02695, 5.28786], [2.17144, -0.37067, 4.13679], [2.76325, 0.44575, 2.66097], [-0.79728, -3.44088, 3.64335], [-1.56722, -2.26900, 2.54259], [-1.36043, -1.84277, 4.22194], [1.52038, -3.43623, 2.60953], [2.05432, -1.92134, 1.86615], [-0.54020, -2.56678, 0.74277], [0.42204, -4.05395, 0.80340], [0.66189, -4.18786, -1.63849], [0.82177, -2.63921, -2.50897], [-0.61870, -2.95734, -1.52904], [2.78684, -4.08094, 0.87736], [5.24447, -3.92955, 0.90192], [6.38300, -2.25935, -0.52313], [5.04406, -0.81484, -2.03238], [0.11337, -2.65303, 5.52913], [1.34278, -2.01355, 7.52738], [3.14368, -0.30525, 7.39479], [3.66435, 0.70976, 5.19621], [-2.42745, 4.15404, -1.09580], [-2.57468, 3.89215, -2.59742], [-3.14258, 2.51696, -2.87742], [-4.52655, 2.37626, -2.88744], [-5.12221, 1.14815, -3.10107], [-4.33374, 0.02526, -3.28679], [-2.95120, 0.11066, -3.24828], [-2.06715, -1.10400, -3.34449], [-2.78885, -2.41627, -3.62455], [-2.35009, 1.36317, -3.04746], [-0.95135, 1.44530, -2.90083], [-0.24662, 2.27077, -3.61531], [1.00473, 2.74193, -3.18222], [1.91250, 3.62531, -3.79137], [2.89382, 3.88705, -2.84665], [2.54633, 3.15626, -1.70072], [1.42110, 2.47289, -1.89492], [-2.01527, 5.15144, -0.93174], [-1.76157, 3.41787, -0.65041], [-3.38889, 4.07998, -0.58730], [-1.59637, 4.01504, -3.05405], [-3.24201, 4.63686, -3.03989], [-5.14593, 3.25058, -2.72009], [-6.20099, 1.05861, -3.10727], [-4.81303, -0.93010, -3.44635], [-1.56202, -1.17870, -2.37576], [-1.29042, -0.93614, -4.09592], [-3.45884, -2.66776, -2.80154], [-2.06578, -3.22487, -3.73596], [-3.36832, -2.35923, -4.54765], [-0.64208, 2.64189, -4.56385], [1.84704, 4.00056, -4.80075], [3.75573, 4.52454, -2.95700], [3.04227, 3.13763, -0.74262], [1.28025, 2.52648, 3.86998], [2.50403, 2.21486, 3.08324], [3.29463, 3.00264, 2.64721], [1.30094, 3.56538, 4.19687], [1.13913, 1.85334, 4.71014], [0.42614, 2.38354, 3.19863], [-5.25153, 0.40617, 0.17108], [-4.17118, 0.69438, 0.91972], [-4.34002, 0.03142, 2.09408], [-4.25071, 2.00353, 1.22279], [-2.80107, 0.31028, 0.22442], [-2.74441, -0.82617, -0.24593], [-1.95407, 1.22291, 0.27248]],
  "nbo_charge": [1.433, -0.420, -0.428, -0.219, -0.239, -0.475, -0.424, 0.194, -0.272, -0.242, -0.227, -0.217, -0.185, -0.491, 0.154, -0.205, -0.215, -0.245, -0.198, -0.206, 0.209, 0.162, 0.229, 0.211, 0.163, 0.228, 0.237, 0.164, 0.163, 0.238, 0.208, 0.201, 0.201, 0.202, 0.219, 0.207, 0.208, 0.211, 0.220, -0.598, -0.419, -0.030, -0.217, -0.208, -0.220, -0.011, -0.419, -0.612, 0.191, -0.673, 0.177, -0.054, -0.233, -0.336, -0.001, -0.648, 0.194, 0.239, 0.207, 0.209, 0.198, 0.200, 0.203, 0.208, 0.230, 0.212, 0.216, 0.207, 0.198, 0.186, 0.208, 0.209, 0.203, -0.740, 0.473, -0.535, 0.232, 0.245, 0.267, -0.334, 0.871, -0.348, -0.334, 0.703, -0.717, -0.755]
}

---

{
  "formula": "C35H38F4N3OTaTe",
  "method": "ωB97M-V/def2-TZVPD",
  "spin_multiplicity": 2,
  "relative_energy_kcal_mol": 3.1,
  "s2": 0.7600,
  "total_charge": 3,
  "homo_lumo_gap_ev": [6.75, 7.07],
  "elements": ["Ta", "C", "C", "N", "C", "C", "C", "C", "N", "C", "C", "F", "C", "F", "C", "C", "F", "C", "F", "H", "H", "H", "H", "H", "H", "H", "H", "H", "H", "H", "H", "H", "H", "H", "C", "C", "C", "C", "C", "C", "Te", "N", "C", "O", "C", "C", "C", "C", "C", "C", "C", "C", "C", "C", "C", "C", "C", "C", "C", "C", "H", "H", "H", "H", "H", "H", "H", "H", "H", "H", "H", "H", "H", "H", "H", "H", "H", "H", "H", "H", "H", "H", "H"],
  "positions_angstrom": [[-0.24116, -0.63580, -0.57231], [3.49273, -0.06434, -0.24122], [2.74695, 0.19338, -1.53445], [1.63512, -0.78887, -1.88764], [2.25759, -2.17785, -1.89064], [1.43744, -3.27163, -2.54940], [1.20049, -0.44064, -3.29269], [0.15014, 0.65196, -3.20994], [-0.88169, 0.07257, -2.32223], [-2.07199, -0.43059, -2.87039], [-2.51342, -1.63668, -2.34990], [-1.66707, -2.17946, -1.34396], [-3.66388, -2.28826, -2.72186], [-3.98331, -3.43909, -2.15756], [-4.45018, -1.69772, -3.69982], [-4.05234, -0.48333, -4.23655], [-4.78785, 0.10427, -5.15328], [-2.88678, 0.16397, -3.82299], [-2.55929, 1.34385, -4.33314], [4.26580, 0.69944, -0.14939], [2.86428, 0.01568, 0.64117], [3.99898, -1.02683, -0.22998], [2.30945, 1.19269, -1.53091], [3.45210, 0.16074, -2.36645], [3.22506, -2.08809, -2.39066], [2.46023, -2.43534, -0.85477], [1.46199, -3.22449, -3.63649], [1.86511, -4.23121, -2.26091], [0.39642, -3.28426, -2.22319], [2.07007, -0.16003, -3.88768], [0.74717, -1.32205, -3.73932], [0.54906, 1.55571, -2.74826], [-0.25540, 0.96261, -4.16988], [-5.36116, -2.17467, -4.03827], [-4.78699, 4.10502, 2.34420], [-3.58518, 3.21307, 2.38806], [-3.49910, 2.06720, 1.60012], [-2.39750, 1.22293, 1.64509], [-2.46970, 0.00072, 0.76880], [-1.33240, 1.55128, 2.49584], [0.44729, 0.47076, 2.87073], [0.45458, -0.92071, 1.31985], [1.42251, -1.88410, 1.75694], [2.29910, -1.54064, 2.51336], [1.22112, -3.22825, 1.20209], [-0.01106, -3.59386, 0.64371], [-0.18578, -4.85995, 0.10534], [0.86896, -5.76395, 0.14080], [2.08724, -5.41209, 0.71736], [2.26739, -4.14925, 1.25611], [1.85640, 1.83911, 2.17503], [2.96984, 1.94470, 3.00215], [3.96215, 2.86688, 2.69757], [3.83213, 3.66008, 1.56926], [2.72814, 3.52380, 0.73351], [1.71595, 2.61679, 1.02081], [0.55067, 2.51145, 0.08522], [-1.40628, 2.67663, 3.33660], [-0.32983, 3.03820, 4.32548], [-2.53232, 3.48529, 3.25296], [-5.49952, 3.78547, 1.58717], [-4.49422, 5.13412, 2.13386], [-5.29143, 4.10374, 3.31173], [-4.32936, 1.81200, 0.95189], [-3.48909, -0.38075, 0.69320], [-1.89868, -0.84709, 1.16204], [-2.25137, 0.28138, -0.29262], [-0.88182, -2.95136, 0.75486], [-1.14480, -5.15962, -0.29584], [0.73237, -6.76043, -0.25843], [2.89301, -6.13263, 0.75535], [3.20742, -3.86385, 1.71020], [3.07689, 1.31453, 3.87837], [4.82741, 2.96007, 3.33916], [4.59693, 4.38590, 1.32729], [2.65149, 4.14277, -0.15238], [0.77241, 2.94744, -0.88615], [-0.37443, 2.94126, 0.47073], [0.29861, 1.43096, -0.09938], [0.03946, 2.17627, 4.89632], [-0.72477, 3.72599, 5.07054], [0.52039, 3.52665, 3.84714], [-2.59491, 4.35043, 3.90290]],
  "lowdin_spin": [0.933, 0.001, 0.007, 0.012, 0.011, 0.004, 0.000, -0.001, -0.035, -0.001, -0.004, 0.031, 0.000, 0.001, -0.006, 0.001, 0.001, -0.005, -0.001, 0.000, 0.000, 0.000, 0.000, 0.000, 0.001, 0.001, 0.000, 0.000, 0.003, 0.000, 0.000, 0.000, 0.000, 0.000, 0.000, 0.000, 0.000, 0.005, 0.017, 0.001, 0.003, -0.009, 0.001, -0.003, 0.003, 0.003, 0.001, 0.000, 0.002, 0.000, 0.000, 0.000, 0.000, 0.000, 0.000, 0.001, 0.005, 0.000, 0.000, 0.000, 0.000, 0.000, 0.000, 0.000, 0.001, 0.001, 0.004, 0.001, 0.000, 0.000, 0.000, 0.000, 0.000, 0.000, 0.000, 0.000, 0.000, 0.000, 0.009, 0.000, 0.000, 0.000, 0.000]
}